{"formula": "C23H60N7O4P3", "method": "ωB97M-V/def2-TZVPD", "smiles": "CN(C)P(=O)(N(C)C)N(C)C.CN(C)P(=O)(N(C)C)N(C)C.COCCCPCCCCN(C)C(C)=O", "energy_ha": -2620.4442, "spin_multiplicity": 1, "elements": ["C", "N", "C", "P", "O", "N", "C", "C", "N", "C", "C", "H", "H", "H", "H", "H", "H", "H", "H", "H", "H", "H", "H", "H", "H", "H", "H", "H", "H", "C", "N", "C", "P", "O", "N", "C", "C", "N", "C", "C", "H", "H", "H", "H", "H", "H", "H", "H", "H", "H", "H", "H", "H", "H", "H", "H", "H", "H", "C", "O", "C", "C", "C", "P", "C", "C", "C", "C", "N", "C", "C", "C", "O", "H", "H", "H", "H", "H", "H", "H", "H", "H", "H", "H", "H", "H", "H", "H", "H", "H", "H", "H", "H", "H", "H", "H", "H"], "xyz": [[-3.3498, -0.0015, 4.3100], [-2.0582, 0.6081, 4.1073], [-1.1766, -0.2509, 3.3340], [-1.3767, 2.0865, 4.6562], [-1.3307, 2.7597, 3.2925], [-2.5136, 3.2032, 5.3304], [-3.8154, 2.8502, 5.8536], [-2.6226, 4.5034, 4.6689], [-1.0836, 1.4492, 6.2291], [-1.3541, 0.1147, 6.7280], [-0.7989, 2.3969, 7.3075], [-3.2520, -0.9525, 4.8530], [-3.8373, -0.2236, 3.3548], [-4.0559, 0.5928, 4.8818], [-0.3752, -0.6570, 3.9722], [-0.7083, 0.3003, 2.5142], [-1.7029, -1.1004, 2.8970], [-4.5425, 2.6696, 5.0526], [-4.2091, 3.6652, 6.4697], [-3.7736, 1.9854, 6.5195], [-3.2348, 4.4459, 3.7610], [-1.6444, 4.8928, 4.3984], [-3.0780, 5.2396, 5.3381], [-2.4016, 0.0194, 7.0275], [-0.7507, -0.0811, 7.6192], [-1.0861, -0.6650, 6.0196], [-1.7125, 2.6878, 7.8340], [-0.3236, 3.2970, 6.9222], [-0.1086, 1.9725, 8.0419], [4.0417, 2.8163, -6.2679], [3.8993, 1.7646, -5.2926], [4.6640, 2.0283, -4.0790], [3.0639, 0.2637, -5.3345], [2.0004, 0.6445, -4.3198], [1.9517, 0.0993, -6.6532], [1.9974, 0.8607, -7.8821], [0.5487, -0.1141, -6.2996], [4.2908, -0.4778, -6.2886], [5.5325, 0.0963, -6.7689], [3.9642, -1.7349, -6.9625], [5.0926, 2.9402, -6.5723], [3.7063, 3.7777, -5.8635], [3.4878, 2.6590, -7.1871], [5.5273, 1.3519, -4.0001], [4.0467, 1.8908, -3.1869], [5.0465, 3.0489, -4.0543], [1.6093, 1.8778, -7.7474], [1.3817, 0.3790, -8.6488], [3.0024, 0.8996, -8.3079], [0.0551, 0.8231, -6.0153], [0.4511, -0.8166, -5.4751], [-0.0009, -0.5436, -7.1427], [5.3619, 0.6800, -7.6780], [6.2360, -0.6994, -7.0308], [6.0400, 0.6961, -6.0182], [3.5889, -1.5589, -7.9749], [3.2100, -2.2914, -6.4090], [4.8380, -2.3883, -7.0372], [-1.9560, -3.8035, 3.9175], [-2.9974, -3.1491, 3.1672], [-3.5246, -4.0569, 2.2100], [-4.7505, -3.4953, 1.4937], [-4.4620, -2.2126, 0.6684], [-3.4220, -2.5192, -0.8648], [-1.8527, -1.5574, -0.5293], [-1.1396, -1.0499, -1.8116], [0.3163, -0.5700, -1.4969], [0.4489, 0.1099, -0.1211], [1.7946, 0.7045, 0.0875], [1.8014, 1.1686, 1.4961], [2.8207, -0.3057, -0.0066], [2.6900, -1.6840, 0.7024], [3.8226, -0.1131, -0.5912], [-1.9620, -4.8891, 3.7234], [-0.9730, -3.3963, 3.6352], [-2.1577, -3.6784, 4.9927], [-3.8615, -4.9709, 2.7445], [-2.7227, -4.3930, 1.5214], [-5.5350, -3.3346, 2.2531], [-5.1494, -4.2568, 0.8013], [-5.4173, -1.7391, 0.3952], [-3.9657, -1.4824, 1.3334], [-3.0046, -3.8817, -0.8718], [-2.1086, -0.7378, 0.1585], [-1.1530, -2.2466, -0.0186], [-1.0981, -1.8582, -2.5582], [-1.7512, -0.2192, -2.1995], [1.0415, -1.3941, -1.5993], [0.5491, 0.1648, -2.2845], [0.2854, -0.5981, 0.7157], [-0.3260, 0.8938, -0.0743], [1.0199, 1.9374, 1.5926], [1.5465, 0.3688, 2.2237], [2.7903, 1.5510, 1.7920], [2.9335, -1.5821, 1.7699], [3.3889, -2.3875, 0.2356], [1.6832, -2.1173, 0.6008]], "atomic_forces_ev_per_a": [[-0.2, -0.2, 0.6], [0.1, -0.6, -0.3], [0.4, 0.4, -0.1], [-7.0, -1.1, -0.3], [3.9, -0.1, 1.0], [0.2, 0.9, -0.3], [0.2, -0.3, 0.7], [0.1, 0.0, -0.2], [1.6, 1.3, -0.3], [0.5, -0.4, -0.2], [0.4, 0.1, 0.1], [-0.1, -0.1, -0.1], [0.1, 0.0, 0.0], [0.2, 0.2, 0.0], [0.1, -0.1, -0.1], [0.0, 0.0, 0.1], [-0.2, 0.1, 0.1], [0.0, -0.1, 0.0], [0.1, 0.1, -0.1], [0.0, -0.1, -0.2], [0.1, 0.1, 0.0], [0.0, -0.1, -0.1], [-0.1, -0.2, 0.2], [-0.1, -0.1, -0.2], [0.0, 0.2, 0.0], [-0.3, 0.0, -0.1], [0.0, 0.0, -0.1], [-0.2, 0.0, 0.0], [0.0, -0.1, -0.1], [0.3, -0.1, -0.4], [0.6, 0.3, 0.3], [-0.3, -0.4, 0.3], [-1.6, 5.4, -4.4], [1.7, -3.2, 1.8], [-0.8, -0.5, 0.2], [0.5, -0.4, -0.4], [-0.1, 0.0, 0.2], [-0.7, -1.5, 1.2], [0.5, -0.1, 0.5], [0.0, -0.3, 0.2], [0.0, 0.1, 0.0], [0.0, 0.0, 0.1], [-0.1, -0.2, 0.1], [0.1, 0.1, 0.1], [0.0, -0.1, 0.0], [-0.1, 0.0, -0.2], [0.1, 0.0, 0.0], [-0.1, -0.1, 0.1], [0.1, 0.1, 0.2], [-0.1, 0.0, 0.1], [0.0, 0.1, 0.0], [0.2, 0.1, -0.2], [0.0, 0.2, 0.1], [-0.1, -0.1, 0.1], [-0.2, 0.2, -0.1], [0.0, 0.0, 0.0], [-0.1, 0.1, -0.1], [0.1, 0.1, 0.1], [-0.4, 0.1, -0.1], [0.4, -0.6, 0.1], [-0.4, -0.8, 0.0], [0.2, 0.3, -0.2], [0.2, -0.5, 0.9], [-0.6, 1.2, -0.9], [0.4, -1.2, 0.0], [0.0, 0.0, 1.0], [-0.5, 0.4, -0.4], [0.2, -0.3, -0.5], [-0.6, -0.5, 0.9], [0.0, 0.3, 0.2], [-1.2, -1.3, 0.9], [-0.7, 0.1, -0.2], [1.9, 0.9, -1.2], [0.1, 0.4, 0.0], [-0.3, -0.1, 0.2], [0.2, 0.2, -0.3], [0.1, 0.3, -0.2], [-0.3, 0.3, 0.0], [0.3, 0.2, -0.3], [0.2, 0.0, 0.3], [0.4, -0.3, -0.3], [0.0, -0.3, -0.4], [0.1, 0.3, 0.8], [0.1, -0.3, -0.2], [-0.3, 0.4, 0.1], [-0.1, 0.4, 0.1], [0.3, -0.3, -0.2], [-0.3, 0.1, 0.0], [0.4, -0.3, 0.4], [-0.4, 0.2, -0.4], [0.5, 0.0, 0.3], [0.4, -0.1, 0.1], [0.0, 0.1, -0.3], [-0.4, 0.1, -0.3], [-0.1, 0.0, -0.3], [0.0, 0.4, 0.1], [0.3, 0.2, 0.2]], "lowdin_charge": [-0.12, -0.33, -0.13, 0.73, -0.30, -0.32, -0.15, -0.14, -0.31, -0.11, -0.13, 0.07, 0.08, 0.05, 0.07, 0.04, 0.06, 0.08, 0.08, 0.07, 0.08, 0.07, 0.08, 0.09, 0.08, 0.07, 0.08, 0.08, 0.08, -0.14, -0.34, -0.12, 0.73, -0.30, -0.32, -0.15, -0.14, -0.31, -0.11, -0.13, 0.08, 0.09, 0.05, 0.07, 0.07, 0.08, 0.08, 0.08, 0.07, 0.08, 0.07, 0.08, 0.08, 0.08, 0.07, 0.08, 0.08, 0.08, -0.09, -0.23, -0.28, -0.24, -0.41, 0.90, -0.45, -0.26, -0.18, -0.23, -0.10, -0.08, -0.51, 0.00, 0.12, 0.08, 0.08, 0.09, 0.12, 0.11, 0.11, 0.11, 0.06, 0.05, -0.07, 0.07, 0.07, 0.10, 0.11, 0.11, 0.10, 0.08, 0.14, 0.09, 0.07, 0.10, 0.08, 0.08, 0.06]}